A cluster of 2 separate species, C3H7ClO3 in total. Source: OMol25; level of theory: wB97M-V/def2-TZVPD.

* energy above the lowest of the compared OMol25 structures with the same formula, charge and spin: 0.507 eV
* SMILES string: COC(=O)Cl.CO
* calculated total energy: -21888.234 eV
* highest occupied orbital energy: -10.67 eV
* E_LUMO: 0.7 eV
* HOMO-LUMO gap: 11.412 eV

The geometry in XYZ format:
```
14
Properties=species:S:1:pos:R:3:forces:R:3:mulliken_charge:R:1
C 0.425 1.731 0.381 -2.56 -0.85 3.11 -0.512
O 1.218 0.932 -0.398 2.58 -1.03 -0.89 -0.292
C 2.255 0.313 0.207 -0.50 0.73 0.60 0.711
O 2.562 0.375 1.362 -0.15 -0.04 -1.23 -0.460
Cl 3.132 -0.552 -1.033 0.01 -0.11 0.24 -0.171
H -0.076 1.003 1.159 1.00 1.90 -1.06 0.163
H -0.359 2.033 -0.273 -0.58 0.52 -0.46 0.279
H 0.855 2.616 0.880 0.37 -0.62 -0.33 0.270
C -1.032 -1.290 0.402 -0.51 -0.06 -2.82 -0.775
O 0.135 -1.122 1.099 1.71 1.24 -1.10 -0.432
H -0.908 -1.383 -0.724 0.67 0.07 1.35 0.234
H -1.836 -0.580 0.455 -0.14 1.07 0.78 0.335
H -1.390 -2.191 0.729 -1.67 -2.52 0.40 0.397
H 0.005 -1.285 2.009 -0.25 -0.30 1.42 0.253
```
Forces are in eV/Å.


A cluster of 3 separate species, C3H10O3 in total. Source: OMol25; level of theory: wB97M-V/def2-TZVPD.

* energy above the lowest of the compared OMol25 structures with the same formula, charge and spin: 0.886 eV
* SMILES string: CCC=O.O.O
* calculated total energy: -9414.646 eV
* highest occupied orbital energy: -9.63 eV
* E_LUMO: 0.8 eV
* HOMO-LUMO gap: 10.458 eV

The geometry in XYZ format:
```
16
Properties=species:S:1:pos:R:3:forces:R:3:mulliken_charge:R:1
C 1.368 -1.226 -0.200 0.99 -0.56 -0.29 -1.112
C 1.004 -2.308 -1.215 -0.66 -0.62 0.34 -0.247
C -0.148 -3.181 -0.699 0.48 1.51 -2.46 -0.007
O -0.731 -3.803 -1.553 -0.73 -0.79 1.29 -0.491
H 2.117 -0.607 -0.722 -0.37 0.29 0.87 0.292
H 1.804 -1.722 0.669 0.57 0.03 -0.12 0.330
H 0.556 -0.680 0.292 -0.20 0.25 -0.95 0.322
H 0.736 -1.964 -2.245 -0.07 0.01 0.99 0.313
H 1.804 -3.046 -1.417 0.13 0.57 0.38 0.256
H -0.445 -3.018 0.359 -0.15 -0.66 -0.06 0.342
O 0.195 6.386 2.660 -0.31 -0.63 0.01 -0.641
H 0.854 6.725 3.267 0.03 0.37 -0.19 0.321
H -0.018 7.038 1.990 0.28 0.26 0.18 0.321
O -2.756 0.589 -0.150 0.14 0.03 0.10 -0.632
H -3.053 -0.311 -0.297 -0.07 -0.11 -0.04 0.320
H -3.289 1.128 -0.740 -0.05 0.05 -0.06 0.315
```
Forces are in eV/Å.


Question: Number 1 is which compound?
Answer: C3H7ClO3


Question: Which value of HOMO-LUMO gap does entry 1 give?
Answer: 11.412 eV